{"formula": "C31H30BF10N10O5PtS2Si", "method": "ωB97M-V with the def2-TZVPD basis set", "species": ["Pt", "F", "C", "F", "F", "S", "O", "O", "N", "S", "O", "O", "C", "F", "F", "F", "C", "N", "C", "N", "C", "N", "C", "C", "C", "C", "C", "C", "C", "N", "N", "C", "O", "C", "C", "C", "C", "C", "C", "N", "C", "N", "C", "N", "C", "H", "H", "H", "H", "H", "H", "H", "H", "H", "H", "H", "H", "H", "H", "H", "H", "F", "B", "F", "F", "F", "C", "Si", "C", "C", "N", "C", "C", "C", "C", "C", "C", "H", "H", "H", "H", "H", "H", "H", "H", "H", "H", "H", "H", "H", "H"], "positions_angstrom": [[-1.123, -0.675, 0.265], [-3.077, -4.602, -4.425], [-2.156, -4.829, -3.468], [-2.773, -5.400, -2.440], [-1.229, -5.663, -3.959], [-1.327, -3.214, -2.936], [-2.260, -2.431, -2.167], [-0.642, -2.617, -4.052], [-0.182, -3.938, -2.003], [0.308, -4.106, -0.474], [1.556, -3.419, -0.228], [-0.756, -3.946, 0.488], [0.719, -5.951, -0.441], [0.948, -6.367, 0.820], [-0.260, -6.686, -0.977], [1.845, -6.128, -1.147], [2.482, -0.231, -3.895], [1.370, -0.086, -2.956], [1.079, -0.691, -1.776], [-0.049, -0.196, -1.328], [-0.445, 0.704, -2.259], [0.393, 0.824, -3.268], [3.535, 0.859, -3.816], [4.674, 0.688, -4.619], [5.819, 1.403, -4.343], [5.823, 2.317, -3.280], [4.644, 2.639, -2.631], [3.485, 1.879, -2.894], [4.627, 3.459, -1.460], [5.626, 3.825, -0.713], [5.097, 4.334, 0.437], [3.787, 4.285, 0.336], [3.397, 3.756, -0.864], [2.819, 4.803, 1.265], [3.353, 5.388, 2.411], [2.539, 5.629, 3.511], [1.165, 5.395, 3.413], [0.610, 4.868, 2.253], [-0.842, 4.488, 2.195], [-0.949, 3.008, 2.189], [-1.147, 2.137, 1.186], [-0.791, 0.921, 1.538], [-0.288, 1.108, 2.820], [-0.357, 2.353, 3.237], [1.451, 4.643, 1.131], [2.058, -0.346, -4.896], [2.939, -1.201, -3.687], [1.684, -1.423, -1.261], [-1.383, 1.218, -2.246], [4.589, -0.004, -5.428], [6.704, 1.263, -4.943], [6.707, 2.899, -3.040], [2.553, 2.073, -2.355], [4.402, 5.659, 2.401], [2.956, 5.979, 4.461], [0.554, 5.616, 4.279], [-1.343, 4.792, 1.257], [-1.447, 4.786, 3.072], [-1.646, 2.357, 0.257], [0.138, 0.270, 3.375], [0.989, 4.244, 0.257], [3.516, 0.700, -0.127], [2.606, 1.076, 0.907], [1.982, -0.064, 1.471], [1.605, 1.897, 0.283], [3.215, 1.898, 1.881], [-1.045, -3.015, 3.509], [-2.683, -2.738, 2.682], [-3.601, -1.637, 3.915], [-3.381, -4.367, 2.060], [-2.689, -1.634, 1.293], [-3.886, -1.290, 0.646], [-5.164, -1.778, 1.112], [-6.339, -1.211, 0.640], [-6.336, -0.146, -0.257], [-5.109, 0.266, -0.835], [-3.925, -0.369, -0.453], [-1.100, -3.514, 4.492], [-0.600, -2.016, 3.659], [-0.355, -3.575, 2.864], [-2.945, -1.483, 4.784], [-4.524, -2.061, 4.272], [-3.820, -0.696, 3.437], [-2.663, -5.166, 2.198], [-3.628, -4.272, 0.990], [-4.295, -4.724, 2.564], [-5.213, -2.592, 1.855], [-7.291, -1.610, 1.047], [-7.250, 0.343, -0.582], [-5.061, 1.094, -1.531], [-2.975, -0.033, -0.953]], "multiplicity": 5, "homo_lumo_gap_ev": [7.79, 4.28], "total_charge": 1, "fmax_ha_per_bohr": 0.081}

{"formula": "C5H8NO2", "method": "ωB97M-V with the def2-TZVPD basis set", "species": ["N", "C", "C", "C", "C", "C", "O", "O", "H", "H", "H", "H", "H", "H", "H", "H"], "positions_angstrom": [[1.706, 1.140, 0.928], [1.865, 0.516, -0.222], [1.060, -0.485, -0.707], [0.130, -1.319, 0.020], [-1.101, -0.937, 0.570], [-1.798, 0.208, -0.007], [-1.378, 0.757, -1.109], [-3.008, 0.455, 0.414], [1.000, 0.979, 1.621], [2.280, 1.932, 1.189], [2.883, 0.598, -0.608], [1.535, -1.068, -1.499], [0.294, -2.415, -0.192], [-1.495, -1.517, 1.371], [-0.585, 0.239, -1.389], [-3.390, 0.919, -0.378]], "homo_lumo_gap_ev": [7.80, 7.80], "total_charge": 1, "smiles": "[NH2+]=C/C=C\\C=C(O)O", "fmax_ha_per_bohr": 0.061, "de_lowest_kcal_mol": 26.7}

{"formula": "C4H7NO3", "method": "ωB97M-V with the def2-TZVPD basis set", "species": ["C", "N", "C", "C", "C", "O", "O", "O", "H", "H", "H", "H", "H", "H", "H"], "positions_angstrom": [[1.960, 1.742, 1.729], [0.758, 2.291, 1.808], [0.213, 0.079, 0.038], [-0.333, -1.250, -0.162], [-1.375, -1.593, -1.091], [-2.325, -0.612, -1.230], [-1.421, -2.550, -1.822], [2.574, 1.547, 0.668], [2.548, 1.663, 2.666], [0.522, 2.932, 2.552], [0.072, 0.321, 1.119], [-0.487, 0.690, -0.526], [1.254, 0.231, -0.289], [0.221, -2.127, 0.179], [-2.930, -1.029, -1.873]], "homo_lumo_gap_ev": 4.37, "fmax_ha_per_bohr": 0.081, "de_lowest_kcal_mol": 150.2}

{"formula": "C5H11N3O4S", "method": "ωB97M-V with the def2-TZVPD basis set", "species": ["C", "C", "C", "C", "C", "N", "N", "N", "O", "O", "O", "O", "S", "H", "H", "H", "H", "H", "H", "H", "H", "H", "H", "H"], "positions_angstrom": [[-0.129, 3.220, -1.522], [-0.519, -0.396, 0.912], [1.772, -0.486, 1.686], [-2.272, -0.507, 2.459], [0.318, -0.674, -2.771], [0.639, 2.406, -0.905], [1.214, 1.652, -0.270], [-0.148, -0.381, -0.313], [-2.165, -0.766, -1.989], [-0.775, -2.588, -1.174], [0.365, -0.268, 1.949], [-1.786, -0.666, 1.121], [-0.887, -1.210, -1.517], [-1.174, 2.990, -1.485], [0.302, 3.872, -2.169], [2.079, 0.101, 0.912], [1.647, -1.486, 1.245], [2.374, -0.523, 2.652], [-2.303, 0.442, 2.799], [-1.643, -1.123, 3.177], [-3.185, -1.058, 2.555], [-0.012, 0.196, -3.325], [1.168, -0.378, -2.094], [0.603, -1.357, -3.480]], "multiplicity": 3, "homo_lumo_gap_ev": [6.74, 8.06], "fmax_ha_per_bohr": 0.110, "de_lowest_kcal_mol": 0.0}

{"formula": "C45H72O10SSi", "method": "ωB97M-V with the def2-TZVPD basis set", "species": ["C", "C", "C", "C", "C", "C", "C", "C", "C", "C", "C", "C", "C", "C", "C", "C", "C", "C", "C", "C", "C", "C", "Si", "C", "C", "C", "C", "C", "C", "C", "C", "O", "S", "O", "O", "C", "O", "C", "C", "H", "H", "H", "H", "H", "H", "H", "H", "H", "H", "H", "H", "H", "H", "H", "H", "H", "H", "H", "H", "H", "H", "H", "H", "H", "H", "H", "H", "H", "H", "H", "H", "H", "H", "H", "H", "H", "H", "H", "H", "H", "H", "H", "H", "H", "H", "H", "H", "C", "C", "O", "C", "C", "O", "H", "H", "H", "H", "H", "H", "H", "H", "C", "C", "O", "C", "C", "O", "H", "H", "H", "H", "H", "H", "H", "H", "C", "C", "O", "C", "C", "O", "H", "H", "H", "H", "H", "H", "H", "H"], "positions_angstrom": [[-2.450, 2.311, -1.820], [-1.340, 1.870, -1.698], [0.044, 1.407, -1.465], [0.325, 1.402, 0.053], [0.796, 2.787, 0.583], [2.141, 3.299, -0.014], [3.419, 3.125, 0.837], [4.592, 2.449, 0.145], [4.896, 2.631, -1.193], [5.982, 1.984, -1.783], [6.779, 1.145, -1.028], [6.501, 0.982, 0.329], [5.423, 1.620, 0.911], [0.698, 2.849, 2.118], [-0.503, 3.705, 2.589], [-1.871, 3.216, 2.105], [-2.491, 2.034, 2.879], [-3.176, 1.082, 1.872], [-3.067, -0.419, 2.215], [-2.194, -1.130, 1.172], [-2.788, -1.102, -0.244], [-3.571, -2.372, -0.626], [-3.597, -2.519, -2.506], [-4.694, -3.927, -3.076], [-4.218, -0.891, -3.236], [-1.788, -2.755, -3.025], [-1.065, -1.714, -3.608], [0.271, -1.908, -3.959], [0.868, -3.139, -3.726], [0.157, -4.176, -3.146], [-1.179, -3.991, -2.792], [0.501, 1.548, 2.751], [1.422, 0.339, 2.316], [2.795, 0.536, 2.680], [0.790, -0.831, 2.862], [1.225, 0.232, 0.499], [2.472, 0.186, -0.110], [2.578, -0.746, -1.183], [3.020, -0.081, -2.497], [-3.379, 2.750, -2.100], [0.099, 0.386, -1.845], [0.687, 2.087, -2.019], [-0.636, 1.221, 0.543], [0.031, 3.472, 0.211], [2.313, 2.826, -0.979], [2.004, 4.362, -0.220], [3.257, 2.598, 1.773], [3.786, 4.120, 1.112], [4.268, 3.283, -1.790], [6.156, 2.150, -2.838], [7.605, 0.633, -1.505], [7.119, 0.345, 0.951], [5.188, 1.495, 1.960], [1.569, 3.299, 2.593], [-0.305, 4.731, 2.272], [-0.460, 3.695, 3.682], [-1.828, 2.999, 1.038], [-2.557, 4.065, 2.181], [-3.268, 2.412, 3.546], [-1.764, 1.503, 3.491], [-2.747, 1.219, 0.879], [-4.224, 1.364, 1.782], [-4.065, -0.874, 2.204], [-2.642, -0.574, 3.208], [-1.951, -2.148, 1.484], [-1.244, -0.589, 1.152], [-3.422, -0.221, -0.365], [-1.963, -0.983, -0.956], [-2.995, -3.226, -0.255], [-4.578, -2.387, -0.204], [-4.497, -4.851, -2.527], [-4.553, -4.163, -4.135], [-5.747, -3.668, -2.949], [-3.556, -0.070, -2.955], [-5.225, -0.670, -2.874], [-4.255, -0.944, -4.327], [-1.540, -0.758, -3.786], [0.836, -1.096, -4.400], [1.911, -3.273, -3.988], [0.606, -5.143, -2.956], [-1.739, -4.791, -2.324], [0.665, -0.696, 0.359], [1.644, -1.283, -1.366], [3.321, -1.499, -0.909], [4.084, -0.194, -2.677], [2.736, 0.969, -2.470], [2.476, -0.526, -3.333], [12.454, 3.089, 0.516], [11.824, 4.438, 0.241], [11.048, 4.433, -0.958], [9.759, 4.032, -0.999], [9.162, 3.329, 0.198], [9.140, 4.193, -2.013], [11.700, 2.318, 0.678], [13.089, 3.138, 1.401], [13.063, 2.779, -0.333], [11.231, 4.796, 1.083], [12.602, 5.180, 0.068], [9.255, 2.253, 0.060], [8.105, 3.577, 0.247], [9.608, 3.612, 1.149], [-1.362, -6.434, 2.894], [-2.142, -5.156, 2.669], [-2.993, -5.243, 1.521], [-4.231, -5.768, 1.546], [-4.686, -6.538, 2.763], [-4.924, -5.658, 0.571], [-2.020, -7.278, 3.102], [-0.679, -6.317, 3.736], [-0.781, -6.681, 2.006], [-2.714, -4.858, 3.549], [-1.457, -4.339, 2.449], [-4.488, -7.597, 2.598], [-5.758, -6.396, 2.871], [-4.213, -6.228, 3.691], [-9.497, 0.811, -0.918], [-7.994, 0.644, -1.013], [-7.298, 1.560, -0.163], [-7.054, 1.316, 1.138], [-7.740, 0.156, 1.821], [-6.327, 2.059, 1.738], [-9.864, 0.591, 0.085], [-9.997, 0.144, -1.620], [-9.776, 1.838, -1.152], [-7.677, -0.381, -0.815], [-7.659, 0.887, -2.020], [-8.646, 0.522, 2.302], [-7.069, -0.229, 2.585], [-7.995, -0.668, 1.158]], "homo_lumo_gap_ev": 9.28, "smiles": "C#CC[C@@H]1[C@H](CCc2ccccc2)[C@@H](CCCCCCCC[Si](C)(C)c2ccccc2)OS(=O)(=O)[C@@H]1OCC.CCOC(C)=O.CCOC(C)=O.CCOC(C)=O", "fmax_ha_per_bohr": 0.038}